Record 1
66
Properties=species:S:1:pos:R:3:nbo_charge:R:1 method="wB97M-V/def2-TZVPD" total_energy_ev=-50197.1552 multiplicity=1 homo_lumo_gap_ev=3.1493 fmax_ev_per_a=1.86 mol_weight_g_mol=483.055
Cl 8.45372 -2.94208 -1.10747 -0.04
O 2.80442 -1.44408 -1.40622 -0.82
N -6.85455 0.65035 0.87474 -0.38
N 2.28948 -1.06208 3.85668 -0.41
C -4.99974 1.46061 -0.43947 -0.30
C 5.78657 -3.50579 -1.01642 -0.21
C -1.33612 0.50403 -0.22045 0.22
C 5.06779 -0.79445 -1.00368 -0.37
C 2.62382 -0.24641 5.00887 -0.41
C 0.48881 -0.93858 0.65597 -0.12
C 6.40222 -1.16102 -0.97005 -0.20
C 3.99996 -1.77008 -1.17159 0.41
C -7.84286 1.25457 0.00322 -0.41
C -3.65775 1.36116 -0.76908 -0.12
C 0.84382 1.45009 -3.17174 -0.05
C -0.05285 1.97087 -4.14983 -0.18
C 2.23422 1.55241 -3.44643 -0.15
C 4.44617 -3.15782 -1.08925 -0.36
C 3.18059 -2.18471 3.57631 -0.42
C -4.62302 -0.03258 1.48091 -0.30
C -0.86963 0.65643 -1.55114 -0.33
C -0.40753 0.13783 0.86269 -0.20
C 1.37166 -1.33551 1.64114 -0.29
C 0.44368 0.84310 -1.92566 0.02
C -2.74614 0.65570 0.07148 -0.12
C -0.35445 0.81776 2.10932 -0.15
C 0.56176 0.46227 3.08683 -0.31
C -7.40844 -0.08117 1.98427 -0.41
C 0.43208 2.57315 -5.31090 -0.23
C 1.80719 2.71191 -5.53321 -0.16
C 2.70761 2.19991 -4.58510 -0.22
C -3.28228 -0.03476 1.18353 -0.12
C 6.79101 -2.51384 -1.02685 -0.17
C 1.43509 -0.63491 2.88006 0.31
C -5.51390 0.72331 0.66895 0.25
H 2.14758 -0.61562 5.92236 0.20
H 0.50224 -1.46412 -0.30529 0.26
H -1.12558 1.91165 -3.97664 0.21
H 3.78446 2.31217 -4.72972 0.23
H 3.58198 -2.63400 4.49967 0.21
H 2.06290 -2.15857 1.42295 0.25
H 7.17844 -0.40180 -0.91883 0.20
H 2.31546 0.78852 4.87493 0.21
H 2.63749 -2.97372 3.03214 0.21
H -0.25502 2.96820 -6.05536 0.22
H -6.76736 -0.01277 2.87012 0.21
H -1.00773 1.67342 2.28018 0.22
H -7.49888 1.34203 -1.03720 0.21
H 4.02519 -1.85931 2.93506 0.22
H 3.67162 -3.92313 -1.15512 0.20
H 6.08884 -4.55429 -0.99028 0.21
H -5.66443 2.09977 -1.03330 0.22
H 1.23604 0.59964 -1.21932 0.26
H -8.12247 2.25711 0.36797 0.20
H 4.76784 0.25404 -0.97924 0.19
H 3.70381 -0.23106 5.15720 0.21
H 2.18760 3.22313 -6.42141 0.22
H -8.38524 0.34499 2.21803 0.21
H 2.92860 1.11240 -2.72403 0.25
H -1.62659 0.67292 -2.33895 0.21
H -8.73949 0.62259 0.03170 0.21
H -2.62492 -0.62378 1.80815 0.24
H -4.99206 -0.60166 2.33406 0.22
H 0.59678 1.01973 4.02024 0.22
H -7.54083 -1.14342 1.72983 0.20
H -3.28867 1.84935 -1.67030 0.22

=====

Record 2
69
Properties=species:S:1:pos:R:3:nbo_charge:R:1 method="wB97M-V/def2-TZVPD" total_energy_ev=-46423.6549 multiplicity=1 homo_lumo_gap_ev=7.7925 fmax_ev_per_a=3.14 smiles="COc1ccc(C2=C[C@H](C3(Cc4ccc(N(C)C)cc4)C(=O)OC(C)(C)OC3=O)c3ccccc3O2)cc1" mol_weight_g_mol=513.590 e_above_lowest_ev=1.6151
O 2.15205 -2.95942 1.14638 -0.52
O 0.32684 -0.15274 2.86875 -0.55
O 1.37116 3.15977 -0.95972 -0.49
O 2.27984 -1.23765 2.69310 -0.55
O -0.34838 3.39645 -7.06921 -0.50
O 0.98769 -2.77544 -0.72688 -0.54
N -4.86650 -3.53324 2.62754 -0.42
C -5.78212 -4.42650 1.94722 -0.39
C -0.00583 3.17709 -5.76928 0.33
C 1.73570 0.42128 0.10798 -0.24
C -1.57486 -1.51170 0.86554 -0.14
C 0.09168 4.65362 -7.68749 -0.26
C -3.20877 -3.33922 0.79995 -0.32
C -0.51723 -0.66650 0.19249 -0.39
C -0.31693 1.90753 -5.22747 -0.27
C 0.97325 -0.76605 0.65005 -0.28
C 1.33864 0.80863 -1.29230 -0.30
C 1.41498 -2.19574 0.24683 0.81
C 0.88324 2.45883 -3.16009 -0.06
C -2.19947 -1.05500 2.03030 -0.16
C 1.16122 3.73936 -3.70407 -0.17
C 2.02343 4.22852 2.37735 -0.19
C 1.51848 4.21544 1.08599 -0.26
C 3.59116 -3.20583 3.06396 -0.63
C -5.34962 -3.08793 3.92303 -0.40
C 1.12115 -0.72656 2.15007 0.84
C 4.16051 -1.64880 1.11895 -0.67
C -2.11959 -2.65400 0.26083 -0.11
C 0.68914 4.11618 -4.95936 -0.32
C -3.15613 -1.82581 2.67645 -0.25
C 3.07454 -2.23269 1.99978 0.54
C 0.13374 1.57009 -3.96744 -0.17
C 2.24631 1.83130 2.28144 -0.12
C 2.43641 3.02860 2.96549 -0.26
C -3.78271 -2.92921 2.03985 0.19
C 1.21812 2.08223 -1.78094 0.31
C 1.68529 1.74678 0.98843 -0.09
C 1.40664 2.99439 0.41434 0.30
H 4.20528 -3.97961 2.60338 0.22
H 2.82591 0.20811 0.09654 0.23
H -6.02659 -5.27473 2.59831 0.19
H 3.78608 -1.54948 0.09753 0.22
H -3.45734 -1.53113 3.67626 0.20
H 1.23755 -0.01454 -2.01118 0.22
H -0.11810 0.61195 -3.52230 0.22
H 4.20665 -2.72510 3.82755 0.23
H -1.93554 -0.08371 2.43917 0.23
H -5.36061 -4.80764 1.01934 0.21
H -0.48460 -0.92253 -0.87301 0.24
H 2.62118 0.93196 2.75465 0.21
H 2.10324 5.17167 2.91349 0.22
H 2.94628 3.02521 3.93567 0.22
H 4.96793 -2.38973 1.09329 0.23
H 1.32245 5.12185 0.51768 0.23
H 2.76973 -3.70340 3.57429 0.24
H -4.52110 -2.91315 4.61489 0.21
H 0.87982 5.12544 -5.34527 0.22
H 1.19432 4.68646 -7.74152 0.19
H -3.59855 -4.20223 0.26477 0.21
H -0.79044 0.39075 0.32204 0.23
H 4.55951 -0.69783 1.48407 0.24
H -6.73747 -3.93074 1.72204 0.18
H -0.89412 1.19519 -5.81114 0.23
H -1.67946 -2.98694 -0.67582 0.21
H -0.34091 4.62833 -8.69138 0.21
H 1.74329 4.48322 -3.15555 0.22
H -5.99591 -3.85586 4.35755 0.20
H -5.93364 -2.15933 3.84635 0.19
H -0.28790 5.54152 -7.14957 0.18

=====

Record 3
74
Properties=species:S:1:pos:R:3:mulliken_charge:R:1 method="wB97M-V/def2-TZVPD" total_energy_ev=-187945.2946 multiplicity=1 charge=+2 homo_lumo_gap_ev=5.9997 fmax_ev_per_a=4.30 mol_weight_g_mol=992.648 e_above_lowest_ev=5.2280
W -0.22477 -0.19011 0.51665 1.11
I 0.84823 0.53429 3.53025 0.49
As 0.24913 -2.51361 1.40845 0.15
As -0.40377 2.40049 0.77565 0.74
Cl -8.00657 -1.63691 -2.38915 -0.15
O -1.69417 -1.44581 -0.11735 -0.62
O 5.10543 -0.70221 -1.82075 -0.45
O -1.99067 0.63109 -0.59085 -0.26
O 0.16303 -0.17671 -1.22555 0.21
N 1.55563 0.31899 -4.49375 -0.57
N 2.04783 0.01379 0.63105 0.31
C -3.92047 0.17979 3.09635 -0.77
C -0.79517 0.01509 -3.98425 -0.80
C 0.84503 -2.90871 -0.46845 -0.78
C 5.08793 -0.57111 3.54075 -0.74
C -1.76837 0.18269 1.96545 -0.01
C 5.31813 -0.87311 2.20655 -1.00
C 1.02113 0.07229 -2.22845 -0.13
C 1.90013 -3.19401 2.34715 -1.11
C 3.31173 0.47309 -2.90415 0.21
C -1.88857 1.59519 1.85435 0.88
C -1.41757 3.67559 -0.38545 -1.15
C -2.46047 -0.54931 -0.62245 0.77
C -4.01367 1.55549 2.95675 -0.76
C -5.65307 -2.35381 -1.30235 -0.94
C -2.80817 -0.49921 2.60425 -0.82
C -4.53807 0.16549 -1.71995 -0.16
C 0.25843 3.89529 1.97195 -1.08
C -2.99437 2.27479 2.34555 -0.52
C 2.70763 0.50049 -0.49995 -1.78
C 4.31903 -0.73391 1.26415 -0.16
C -5.82777 -0.07931 -2.12565 -1.02
C 3.82803 -0.15511 3.93355 -0.67
C -4.36217 -2.11181 -0.89375 -0.30
C 2.36113 0.35109 -1.84845 1.57
C 2.84853 -0.01701 2.97065 0.68
C -3.79177 -0.84401 -1.09305 0.01
C 2.83843 0.43419 -4.19915 -0.87
C 4.79023 0.43209 -2.60835 -1.02
C 3.04073 -0.26151 1.61315 -0.68
C 0.63703 0.13109 -3.56745 0.14
C -6.39977 -1.33811 -1.90875 0.40
H 1.08973 -3.96821 -0.59275 0.60
H 5.87443 -0.66361 4.27155 0.44
H 1.92273 -4.28501 2.24255 0.48
H -1.25257 -0.89091 -3.58565 0.26
H -1.35867 0.87239 -3.61205 0.15
H -0.84777 0.00109 -5.06785 0.46
H 1.08673 3.59029 2.61565 0.31
H 5.09583 1.30779 -2.02535 0.31
H -0.56167 4.25339 2.60805 0.37
H -6.39987 0.69369 -2.61355 0.45
H 0.60063 4.72749 1.34205 0.45
H 1.83723 -2.98081 3.41775 0.37
H -4.88627 2.07859 3.31225 0.45
H 6.29063 -1.21581 1.88725 0.49
H 2.84143 -2.80481 1.95825 0.29
H -2.00397 3.13569 -1.13125 0.17
H 0.03363 -2.67661 -1.17215 0.14
H 3.61363 0.09079 4.96125 0.51
H 5.36923 -1.43871 -2.38395 0.29
H 1.74253 -2.33411 -0.73095 0.10
H 5.35223 0.42839 -3.54295 0.54
H -3.78647 -2.88621 -0.40455 0.50
H 4.53203 -0.98361 0.23375 0.72
H 3.67653 0.93819 -0.30605 1.29
H -0.70807 4.33849 -0.89595 0.48
H -3.05777 3.35279 2.24675 0.38
H -2.08287 4.29869 0.22865 0.41
H 3.50493 0.49479 -5.04625 0.43
H -4.71197 -0.37231 3.57825 0.48
H -4.08717 1.13069 -1.89045 0.47
H -2.74057 -1.58471 2.72585 0.42
H -6.10147 -3.32441 -1.16335 0.46

=====

Number 1: LUMO -2.1 eV, highest occupied orbital energy -5.26 eV. Number 2: LUMO 0.7 eV, highest occupied orbital energy -7.11 eV. Number 3: LUMO -7.6 eV, highest occupied orbital energy -13.63 eV.